A cluster of 19 separate species, H38O19 in total at a distorted geometry, computed with ωB97M-V with the def2-TZVPD basis set.

Geometry (Å):
O 0.239 3.576 2.239
H -0.314 2.782 2.070
H 0.501 3.676 1.277
O 1.222 0.517 0.777
H 1.080 0.384 -0.170
H 1.449 1.442 0.868
O -0.212 1.414 -4.041
H -1.074 1.067 -3.724
H -0.439 1.731 -4.906
O 2.661 -2.275 -0.698
H 2.803 -2.856 -1.445
H 2.250 -2.758 0.017
O 4.284 -0.573 0.833
H 4.419 0.178 0.256
H 3.780 -1.227 0.326
O -3.245 2.497 0.234
H -2.744 1.702 0.391
H -3.034 3.064 0.979
O -1.840 0.814 -1.103
H -1.308 0.782 -0.304
H -1.502 -0.130 -1.290
O -0.816 -0.848 2.424
H -0.234 -1.591 2.555
H 0.062 -0.314 2.568
O -0.713 -3.711 3.048
H -0.502 -2.786 3.221
H 0.156 -4.099 3.007
O 0.809 0.273 3.945
H 1.411 -0.186 4.541
H 0.054 0.601 4.462
O -0.979 3.486 -0.761
H -1.362 3.874 -1.568
H -1.708 3.469 -0.129
O 3.118 1.563 1.932
H 2.374 1.611 2.630
H 3.354 0.636 1.795
O -3.337 -3.725 -1.284
H -4.126 -3.225 -1.028
H -3.148 -3.320 -2.149
O 3.796 3.571 -0.719
H 3.960 2.708 -1.125
H 3.739 3.193 0.212
O -3.060 1.077 2.407
H -2.168 0.639 2.294
H -3.689 0.371 2.571
O 0.551 -4.042 -1.716
H 0.706 -4.570 -2.527
H -0.187 -4.534 -1.336
O 1.956 -0.413 -4.741
H 2.593 0.192 -4.378
H 1.121 0.035 -4.587
O -4.770 -0.928 -0.837
H -5.252 -0.100 -0.971
H -3.818 -0.864 -0.808
O 0.013 -1.173 -1.811
H 0.450 -1.895 -1.350
H 0.669 -0.782 -2.372

Computed properties:
ΔE to the lowest compared entry with this formula, charge and spin: 0.466 eV
HOMO (alpha / beta): -0.004 / -0.286 hartree
total charge: -1
<S²>: 0.751
total energy: -39518.2368 eV
spin multiplicity: 2
orbital gap (alpha / beta): 2.34 / 9.89 eV